Record 1
Here is C60H53GeN8NaO3 as an isolated structure at a distorted geometry from the Open Molecules 2025 dataset. Energies are from ωB97M-V/def2-TZVPD.

Results
**Relative energy (zero: lowest compared OMol25 entry of this formula, charge and spin)**: 0.0 kcal per mole
**E_tot**: -142080.67793 eV
**Gap between HOMO and LUMO**: 7.94 eV

```
126
C60H53GeN8NaO3 (ωB97M-V/def2-TZVPD)
H 1.425 2.347 1.924
H 5.581 -1.402 2.925
C -3.706 1.760 -2.561
C -2.158 -3.912 1.448
H -7.140 -3.142 2.465
H -3.579 1.837 -3.642
H 0.856 5.498 -1.815
C -7.657 -1.259 1.559
H -1.165 1.349 -4.125
C -2.124 2.324 3.044
H -1.185 -3.432 1.598
C -2.915 -2.680 3.325
C 5.811 -1.876 0.870
C 2.724 -0.864 3.899
C 2.669 -1.219 2.546
C -0.016 6.030 -1.445
H 11.674 -3.568 -1.241
H -0.423 3.451 0.743
C -1.264 5.398 -1.434
C 7.857 -2.216 -0.459
H -7.804 0.642 0.548
H -1.720 3.289 2.771
C -2.255 1.321 2.095
H -0.584 -0.468 4.367
C 0.006 -1.659 -1.407
C -7.179 -0.205 0.797
H -0.973 -1.531 -1.859
H -2.673 -5.012 -3.727
H -0.347 3.351 -7.810
C 1.308 2.206 0.855
C 3.808 -1.529 1.738
H -1.876 -6.815 -2.186
C -1.008 2.279 -4.666
C -2.837 -3.580 -2.140
H -3.159 -2.753 -2.763
C -1.991 -5.542 -0.461
H 9.650 -2.527 -1.576
C -3.703 -1.514 3.921
C 3.728 -1.830 0.410
C -2.113 -5.826 -1.811
H 3.678 -0.814 4.412
C -5.501 -2.278 1.382
C -0.837 4.669 -4.726
H -1.951 1.487 1.064
H -8.676 -1.258 1.925
N 5.155 -1.561 2.031
H -1.848 -2.468 3.417
H -3.333 5.641 -0.902
C -0.757 2.221 -6.030
N -2.759 0.112 2.368
H -4.772 1.549 -2.424
C 7.271 -2.026 0.784
H 1.106 7.804 -1.001
H 1.564 -0.289 5.608
H -2.444 2.811 5.114
C 0.355 -0.681 3.865
N 0.084 -1.516 -0.094
C 1.107 -1.955 -2.221
C 1.406 -1.275 1.919
H -0.868 5.634 -4.231
O -3.138 -0.554 -2.660
H -4.539 -4.049 0.782
N 0.273 -1.024 2.596
C -5.867 -0.263 0.357
H -4.749 -1.552 3.605
C -4.535 -3.414 1.668
C 8.098 -1.997 1.909
C -6.806 -2.309 1.858
H 3.233 -2.283 -2.218
H -3.067 7.932 -0.050
H 11.814 -1.797 -1.392
C -2.296 -4.264 -0.016
C 0.256 2.817 0.186
H -3.121 -3.580 3.931
N -5.044 -1.274 0.636
H -0.850 9.026 -0.099
N -2.705 -3.295 -0.841
C -3.300 3.052 -1.861
C -2.553 -4.832 -2.667
H -0.427 5.533 -6.648
H 7.681 -1.871 2.902
C 2.202 1.408 0.153
Ge -1.425 3.548 -2.070
H 3.023 0.921 0.668
Na -2.566 -0.995 0.032
C -0.544 3.393 -6.746
O -2.158 0.714 -1.100
C 0.982 1.856 -1.878
H -2.153 -4.845 2.036
C -1.052 3.504 -3.991
C -2.529 2.057 4.341
C -2.208 7.401 -0.442
C -3.145 -0.144 3.619
H -5.453 0.538 -0.249
H -3.718 -1.642 5.005
C 0.058 2.633 -1.182
C 2.044 1.245 -1.215
N -3.171 -2.971 1.919
H -3.842 3.898 -2.297
C 1.302 -1.574 0.479
C -2.352 6.103 -0.924
C -0.587 4.616 -6.093
H 13.076 -2.722 -0.551
C -0.965 8.015 -0.471
C 9.229 -2.375 -0.593
H -4.923 -4.027 2.496
C 12.010 -2.654 -0.745
C 2.341 -2.065 -1.643
H 7.218 -2.244 -1.332
H -3.362 0.558 5.637
C 0.133 7.328 -0.977
H 2.742 0.628 -1.770
H -1.669 -6.299 0.244
H -0.729 1.263 -6.534
C 1.562 -0.579 4.566
H -3.543 3.024 -0.796
H 0.966 -2.080 -3.287
C 2.459 -1.843 -0.266
C 9.464 -2.149 1.793
N 4.976 -2.047 -0.127
C -2.940 0.535 -2.079
H 0.873 1.703 -2.945
C 10.038 -2.342 0.538
C -3.040 0.806 4.633
H 10.108 -2.132 2.662
O 11.386 -2.496 0.519
```

Here are the natural (NBO) charges for atoms 1 to 8, given in e: H 0.207; H 0.416; C -0.521; C -0.257; H 0.216; H 0.228; H 0.206; C -0.160


Record 2
Here is C60H55BBaBr5GeN3O6PS as an isolated structure at a distorted geometry from the Open Molecules 2025 dataset. Energies are from ωB97M-V/def2-TZVPD.

Results
**Charge**: -2
**Multiplicity**: 2
**Relative energy (zero: lowest compared OMol25 entry of this formula, charge and spin)**: 17.7 kcal per mole
**E_tot**: -508094.71490 eV
**<S²>**: 0.79
**Gap between HOMO and LUMO (alpha / beta)**: 5.27 / 4.59 eV

```
134
C60H55BBaBr5GeN3O6PS (ωB97M-V/def2-TZVPD)
H 2.255 -0.083 4.595
C -0.836 4.514 5.151
B -1.183 0.035 -2.903
H -2.503 -0.248 6.379
O -0.463 0.735 -3.980
H -1.692 5.611 -3.714
C 2.945 -4.261 -2.766
C 4.293 0.165 -4.046
C 5.472 1.074 -0.858
O -0.345 -0.928 2.500
C 4.817 1.671 1.763
H 6.860 2.235 2.011
H 4.629 -1.800 0.519
H 2.320 -3.067 4.056
H -3.194 4.390 0.688
C -4.481 -3.719 -1.132
C 3.928 -3.849 -1.877
H 4.545 1.890 2.790
C -4.468 -1.102 6.018
H -0.034 2.127 2.875
O -2.272 -0.636 -3.596
C -4.274 0.958 2.270
H 3.205 -4.515 0.094
C 2.171 2.997 -2.644
C 0.213 5.064 -0.967
C -2.187 -0.346 -4.929
H 3.143 -2.196 5.351
Ba -1.393 -0.558 -0.286
H -4.088 3.271 -0.356
H 5.747 0.851 -1.882
H -3.312 -0.634 -8.084
C -6.553 -0.623 2.974
H 5.427 0.161 -5.869
H 2.012 3.991 -3.059
H 7.445 1.761 -0.360
C 1.006 -2.552 5.690
O -0.982 -2.838 -0.715
H -2.787 5.395 5.350
C 6.439 1.587 0.000
C 3.088 -1.603 -1.907
C 4.170 0.830 -0.442
C -2.691 -0.324 -7.250
C -5.507 -1.190 5.137
Br -2.981 -7.436 -2.333
H -4.510 -1.623 6.968
C -0.773 0.915 -6.423
H -0.039 -4.517 1.046
H 0.004 3.271 0.222
Br -5.972 -6.016 -2.015
H -5.347 1.276 0.457
C 4.429 2.037 -5.542
H -1.162 -2.271 5.323
C -4.394 -5.053 -1.591
C -0.211 -2.340 4.800
H 0.993 5.494 -0.350
H 5.616 -3.124 -0.115
H -4.704 3.642 1.269
O 2.383 -2.557 1.256
C -1.278 5.136 -2.837
C -1.983 3.005 3.037
H 2.892 -5.299 -3.077
H 4.798 2.493 -6.454
N 2.366 -4.742 0.604
C 1.759 -3.609 1.121
C -4.333 0.262 3.532
C 4.013 -2.535 -1.411
H 4.656 -4.572 -1.515
C 1.891 -0.962 4.056
O -3.427 -1.719 -0.371
C 5.079 -2.214 -0.387
C -0.325 3.828 -0.654
H 1.338 -1.318 -3.125
Br -3.140 3.060 -3.406
H 0.980 3.455 4.706
H 1.209 -3.651 -3.883
H 2.250 -0.951 3.028
S 0.075 -0.775 3.943
P 2.844 0.191 -1.569
H -0.268 -3.093 4.013
H -6.383 -1.784 5.378
C -0.642 2.855 3.414
C -2.731 3.945 3.760
C -2.175 4.685 4.803
C 2.209 -2.266 4.788
C -6.489 0.019 1.773
C -1.593 0.497 -7.481
C 2.087 -2.033 -2.787
C 6.108 1.862 1.329
H -1.365 0.814 -8.493
C -3.360 -2.941 -0.815
H -0.398 5.097 5.956
H 0.083 1.561 -6.586
C -5.360 0.804 1.436
H -0.082 -2.937 1.547
C 2.008 -3.346 -3.219
C 3.099 2.193 -3.517
H 1.026 -3.564 6.097
H 2.250 1.527 2.371
H -7.409 -1.237 3.238
C -3.795 3.471 0.681
H -3.777 4.100 3.504
C -0.277 5.724 -2.084
C -5.473 -0.516 3.884
N -1.297 3.254 -1.370
C -3.331 -0.329 5.680
C -3.270 0.323 4.479
N 0.467 -3.790 1.535
H 2.569 3.113 -1.630
C -2.044 -3.552 -0.987
H 4.563 -0.857 -3.804
H -3.863 -1.395 -5.754
C -1.748 3.896 -2.416
H 1.751 -5.373 0.110
Ge -2.688 1.950 1.429
C 3.797 1.202 0.890
C 3.589 2.750 -4.697
C -3.007 -0.760 -5.954
C -2.004 -4.883 -1.415
C 4.779 0.735 -5.217
C -1.096 0.478 -5.158
H 5.807 -1.493 -0.760
H 1.202 2.497 -2.558
C 2.468 1.176 1.368
C -3.154 -5.644 -1.731
H 1.640 0.824 0.770
H 3.294 3.761 -4.959
H 0.988 -1.855 6.535
C 3.467 0.878 -3.179
Br -0.255 -5.634 -1.572
Br -6.150 -2.850 -0.894
H -7.301 -0.083 1.059
H 0.117 6.693 -2.370
C -0.066 3.594 4.449
H -2.400 0.917 4.233
```

Here are the Mulliken charges for atoms 1 to 8, given in e: H 0.506; C -0.555; B -0.505; H 0.533; O 0.138; H 0.474; C -0.744; C -0.288